1.
{"formula": "C18H30ClNiO7P", "method": "ωB97M-V/def2-TZVPD", "species": ["Ni", "C", "O", "C", "C", "C", "C", "C", "C", "O", "C", "O", "C", "H", "H", "H", "H", "H", "H", "H", "H", "H", "C", "C", "C", "P", "C", "C", "C", "C", "C", "C", "H", "H", "H", "H", "H", "H", "H", "H", "H", "H", "H", "H", "H", "H", "H", "H", "H", "H", "H", "H", "H", "O", "Cl", "O", "O", "O"], "coordinates": [[0.865, -0.357, 0.316], [2.607, 6.158, 0.354], [3.804, 5.412, 0.262], [3.715, 4.067, 0.304], [4.936, 3.370, 0.207], [4.946, 2.011, 0.223], [3.766, 1.230, 0.345], [3.803, -0.199, 0.328], [5.050, -0.978, -0.016], [2.805, -0.938, 0.527], [2.526, 1.946, 0.458], [1.352, 1.397, 0.572], [2.544, 3.356, 0.426], [2.897, 7.204, 0.289], [2.098, 5.982, 1.305], [1.923, 5.921, -0.466], [5.853, 3.936, 0.123], [5.903, 1.515, 0.162], [5.950, -0.376, -0.043], [4.916, -1.451, -0.989], [5.171, -1.771, 0.720], [1.581, 3.837, 0.511], [-4.503, -1.207, 1.233], [-3.201, -1.888, 1.653], [-2.910, -1.590, 3.133], [-1.686, -1.190, 0.758], [-0.659, -3.086, -1.116], [0.188, -2.553, -2.253], [-1.562, -4.162, -1.765], [-2.259, 0.743, -0.932], [-3.040, 0.979, -2.205], [-2.708, 1.633, 0.220], [-5.344, -1.624, 1.789], [-4.681, -1.352, 0.169], [-4.440, -0.139, 1.438], [-3.311, -2.956, 1.491], [-2.625, -0.537, 3.202], [-2.064, -2.184, 3.491], [-3.774, -1.788, 3.767], [0.089, -3.066, 1.119], [-0.052, -2.935, -3.240], [1.245, -2.764, -2.052], [0.105, -1.456, -2.277], [-2.364, -3.616, -2.287], [-2.575, -5.757, -1.330], [-1.006, -4.756, -2.495], [-1.180, 0.935, -1.080], [-4.091, 0.750, -2.026], [-2.673, 0.338, -3.005], [-2.951, 2.020, -2.513], [-3.791, 1.617, 0.325], [-2.378, 2.654, 0.036], [-2.235, 1.260, 1.129], [-1.527, -3.536, 0.728], [-0.685, -2.641, 0.254], [-2.402, -0.666, -0.602], [-2.160, -5.050, -0.821], [0.197, -1.701, 0.148]], "lumo_energy_ev": [0.07, -0.47], "multiplicity": 3, "s_squared": 2.0155, "e_above_lowest_kcal_mol": 104.1}

***

2.
{"formula": "C4H15N3S", "method": "ωB97M-V/def2-TZVPD", "species": ["C", "N", "C", "N", "H", "H", "H", "H", "H", "H", "H", "H", "H", "C", "C", "S", "N", "H", "H", "H", "H", "H", "H"], "coordinates": [[-2.362, -0.064, 0.441], [-3.259, -0.124, -0.727], [-1.222, 0.915, 0.167], [-0.126, 0.898, 1.151], [-1.946, -1.050, 0.658], [-2.952, 0.292, 1.335], [-2.705, -0.469, -1.555], [-4.014, -0.824, -0.578], [-1.629, 1.952, 0.099], [-0.759, 0.671, -0.811], [0.956, 1.674, 0.493], [-0.479, 1.283, 2.066], [0.113, -0.103, 1.322], [2.329, -0.758, -0.002], [2.352, 0.402, -0.995], [2.048, 2.058, -0.312], [1.028, -1.449, 0.034], [2.575, -0.454, 0.997], [3.115, -1.476, -0.294], [1.638, 0.234, -1.786], [3.353, 0.495, -1.451], [1.120, -2.268, 0.658], [0.828, -1.837, -0.909]], "lumo_energy_ev": [3.40, 3.36], "multiplicity": 2, "s_squared": 0.7504, "charge": -1, "e_above_lowest_kcal_mol": 1.7}

***

Number 1: molecular weight 483.55 g/mol, energy -3539.585620 Eh. Number 2: molecular weight 137.25 g/mol, energy -723.774776 Eh.